[1]
# C39H60N4O3SeTi

A molecular structure, C39H60N4O3SeTi (the ωB97M-V functional and the def2-TZVPD basis, OMol25).

Structure (XYZ):
```
108
Properties=species:S:1:pos:R:3:mulliken_charge:R:1
Ti 0.540 1.157 -1.285 -0.06
C -2.373 -2.068 5.238 -1.69
C -1.128 -1.124 5.154 1.78
C -1.308 -0.047 6.285 -1.69
C 0.166 -1.960 5.516 -1.88
C -1.028 -0.474 3.745 -0.68
C 0.164 -0.398 3.040 0.06
C 0.203 0.132 1.740 -0.13
Se 1.924 0.111 0.776 0.00
C 1.643 -1.673 0.025 -0.11
C 1.846 -2.774 0.850 0.18
C 1.654 -4.088 0.407 -0.61
C 1.313 -4.232 -0.942 -0.70
C 1.108 -3.178 -1.801 -0.44
C 1.025 -1.838 -1.241 1.45
O 0.373 -0.850 -1.794 -0.31
C 0.895 -3.635 -3.266 2.05
C 2.078 -4.552 -3.754 -1.80
C -0.443 -4.427 -3.392 -1.80
C 0.761 -2.466 -4.247 -1.68
C 1.790 -5.318 1.304 2.05
C 2.055 -4.944 2.789 -2.30
C 0.504 -6.202 1.291 -1.72
C 2.977 -6.237 0.827 -1.76
C -0.990 0.599 1.133 0.27
O -0.895 0.928 -0.166 -0.38
C -2.187 0.748 1.892 -0.12
C -2.152 0.182 3.150 -0.21
C -3.500 1.514 1.630 2.29
C -3.567 2.792 2.518 -1.55
C -3.702 1.984 0.202 -1.64
C -4.737 0.612 1.953 -1.86
H -2.321 -2.763 6.077 0.44
H -3.312 -1.511 5.335 0.35
H -2.490 -2.663 4.333 0.35
H -1.144 -0.490 7.259 0.48
H -0.598 0.767 6.156 0.33
H -2.320 0.366 6.317 0.35
H 0.046 -2.399 6.494 0.53
H 0.402 -2.753 4.815 0.28
H 1.043 -1.321 5.596 0.40
H 1.077 -0.796 3.450 0.40
H 2.188 -2.568 1.853 0.32
H 1.214 -5.240 -1.355 0.16
H 2.090 -5.518 -3.277 0.38
H 2.050 -4.728 -4.837 0.45
H 3.025 -4.067 -3.535 0.36
H -0.453 -5.378 -2.884 0.35
H -1.242 -3.825 -2.960 0.35
H -0.718 -4.600 -4.426 0.50
H 1.685 -1.869 -4.226 0.19
H 0.651 -2.840 -5.275 0.51
H -0.076 -1.811 -3.976 0.25
H 1.250 -4.330 3.177 0.40
H 2.104 -5.851 3.377 0.52
H 2.984 -4.423 2.935 0.37
H -0.394 -5.631 1.528 0.32
H 0.345 -6.674 0.315 0.32
H 0.591 -6.998 2.014 0.51
H 3.914 -5.696 0.683 0.33
H 3.150 -7.050 1.516 0.46
H 2.761 -6.682 -0.134 0.38
H -3.036 0.248 3.757 0.26
H -2.708 3.438 2.338 0.15
H -4.494 3.318 2.313 0.49
H -3.539 2.575 3.584 0.31
H -2.874 2.590 -0.169 -0.06
H -3.763 1.130 -0.477 0.33
H -4.628 2.564 0.100 0.64
H -4.857 0.386 3.011 0.37
H -5.671 1.075 1.627 0.46
H -4.659 -0.342 1.434 0.42
O 2.218 1.120 -2.561 -0.22
C 2.073 1.383 -4.030 -0.61
C 0.724 1.928 -4.150 0.51
C 0.478 2.975 -5.037 -0.88
C -0.762 3.648 -4.955 -0.47
C -1.681 3.228 -3.999 -0.69
C -1.433 2.087 -3.259 -0.38
N -0.226 1.442 -3.256 0.36
H 3.160 0.928 -2.345 0.21
H 2.227 0.434 -4.566 0.34
H 2.826 2.116 -4.370 0.48
H 1.233 3.302 -5.764 0.48
H -0.961 4.513 -5.623 0.40
H -2.617 3.766 -3.855 0.53
H -2.218 1.635 -2.642 0.59
C 3.192 3.958 -2.017 -0.72
N 2.222 4.804 -1.312 0.15
C 2.741 6.085 -0.876 -1.22
C 0.976 4.382 -0.957 0.47
N 0.702 3.098 -0.583 0.29
N 0.019 5.403 -0.881 0.19
C -0.046 6.533 -1.823 -1.15
C -1.146 5.298 -0.029 -1.28
H 3.892 4.620 -2.531 0.42
H 2.658 3.393 -2.768 0.00
H 3.708 3.262 -1.341 0.22
H 3.670 5.963 -0.300 0.41
H 2.001 6.561 -0.209 0.35
H 2.944 6.722 -1.738 0.43
H -0.203 3.102 -0.081 -0.24
H 0.797 6.525 -2.514 0.37
H -0.095 7.481 -1.286 0.31
H -0.979 6.450 -2.377 0.43
H -1.993 4.818 -0.541 0.29
H -1.459 6.322 0.200 0.45
H -0.924 4.800 0.934 0.48
```

## Properties
spin multiplicity: 2
charge: +1
electronic energy: -141977.8534 eV
energy relative to the best compared isomer or geometry (same formula, charge and spin): 5.3 kcal/mol
highest occupied orbital energy (spin up / spin down): -9.1 / -9.1 eV
LUMO level (spin up / spin down): -3.2172 / -3.2566 eV
<S²>: 0.75


[2]
# C2H13F2HfO5

A molecular structure, C2H13F2HfO5 (the ωB97M-V functional and the def2-TZVPD basis, OMol25).

Structure (XYZ):
```
23
Properties=species:S:1:pos:R:3:nbo_charge:R:1
Hf 2.274 0.366 -0.998 2.26
F 0.055 1.065 -0.785 -0.81
F 2.289 2.700 -0.475 -0.79
C 1.028 -2.841 2.357 -0.63
C 0.675 -2.240 1.077 -0.06
O 1.411 -1.117 0.662 -0.98
H 1.392 -2.156 3.122 0.22
H 1.767 -3.617 2.155 0.20
H 0.167 -3.283 2.859 0.22
H -0.396 -2.052 1.164 0.16
H 0.719 -3.071 0.374 0.15
O -1.529 3.423 -0.739 -0.96
H -0.990 2.632 -0.702 0.49
H -0.902 4.144 -0.676 0.46
O 1.803 1.443 -3.247 -0.97
H 1.145 2.129 -3.356 0.53
H 1.960 1.118 -4.134 0.51
O -2.135 0.364 1.559 -0.96
H -2.290 1.298 1.417 0.48
H -1.188 0.262 1.471 0.48
O -2.736 -0.223 -1.258 -0.96
H -2.632 -0.480 -0.342 0.49
H -1.885 0.138 -1.505 0.47
```

## Properties
spin multiplicity: 2
charge: 0
electronic energy: -19262.0513 eV
highest occupied orbital energy (spin up / spin down): -9.0 / -9.9 eV
LUMO level (spin up / spin down): -2.1662 / -2.7431 eV
<S²>: 0.75


[3]
# C27H51N2OP3SY

A molecular structure, C27H51N2OP3SY (the ωB97M-V functional and the def2-TZVPD basis, OMol25).

Structure (XYZ):
```
86
Properties=species:S:1:pos:R:3:mulliken_charge:R:1
Y -0.227 -0.236 -1.002 0.07
P 2.202 -1.019 0.278 1.15
P 0.417 2.197 1.045 1.04
P -0.596 -2.619 -2.045 1.42
H -0.731 4.228 -2.458 0.30
C -0.596 3.139 -2.329 -0.29
C -1.680 2.332 -2.140 -1.27
H -2.458 2.610 -1.440 0.43
C 3.621 -0.611 -0.813 -1.25
C 2.953 -0.620 1.910 -1.31
C 2.382 -2.841 0.414 -1.24
C -0.552 3.743 1.245 -1.34
C 0.645 1.849 2.851 -1.00
C 2.068 2.908 0.649 -1.29
C -2.195 -2.793 -2.923 -1.14
C -0.725 -4.026 -0.880 -1.34
C 0.730 -3.246 -3.137 -1.20
H 0.460 2.807 -2.220 0.22
H -2.002 1.413 -2.664 1.03
H 4.542 -1.065 -0.421 0.44
H 3.750 0.478 -0.864 0.38
H 3.428 -0.999 -1.821 0.39
H 3.904 -1.165 2.010 0.61
H 2.284 -0.944 2.719 0.33
H 3.168 0.452 2.003 0.37
H 3.375 -3.074 0.823 0.61
H 2.279 -3.321 -0.566 0.28
H 1.625 -3.232 1.108 0.27
H 0.121 4.573 1.523 0.42
H -1.296 3.605 2.048 0.38
H -1.079 4.005 0.321 0.33
H 1.063 2.734 3.360 0.50
H 1.293 0.978 3.011 0.14
H -0.322 1.623 3.317 0.09
H 2.203 3.858 1.184 0.50
H 2.124 3.079 -0.434 0.34
H 2.872 2.222 0.939 0.29
H -2.081 -3.506 -3.748 0.44
H -2.544 -1.845 -3.352 0.37
H -2.952 -3.128 -2.202 0.43
H -0.698 -4.959 -1.465 0.44
H -1.668 -3.939 -0.330 0.44
H 0.088 -4.006 -0.148 0.29
H 0.278 -4.020 -3.765 0.46
H 1.542 -3.685 -2.544 0.40
H 1.082 -2.474 -3.836 0.27
C -0.602 0.242 -5.818 0.64
C 0.447 -0.064 -6.724 -0.42
C 0.326 0.313 -8.059 -0.67
C -0.814 0.982 -8.521 -0.45
C -1.860 1.262 -7.634 -0.66
C -1.775 0.881 -6.296 -0.33
S -0.417 -0.333 -4.114 0.19
H -0.646 0.587 -3.059 -0.69
H 1.329 -0.610 -6.387 0.36
H 1.125 0.071 -8.767 0.39
H -0.870 1.317 -9.554 0.42
H -2.751 1.790 -7.998 0.39
H -2.595 1.051 -5.607 0.35
C -2.313 -3.641 7.755 -1.17
C -1.196 -3.111 6.894 -0.43
N -1.670 -2.131 5.909 0.39
C -2.288 -0.949 6.469 -0.62
C -1.503 0.342 6.259 -0.84
C -1.034 -2.073 4.677 -0.03
O 0.008 -2.706 4.480 -0.69
C -1.627 -1.334 3.498 0.00
C -2.968 -0.993 3.354 -0.18
C -3.375 -0.362 2.201 -1.28
C -2.500 -0.165 1.139 -0.05
N -1.240 -0.671 1.185 0.89
C -0.800 -1.237 2.360 -0.47
H -2.670 -2.885 8.463 0.38
H -1.921 -4.501 8.312 0.40
H -3.169 -3.984 7.170 0.30
H -0.428 -2.643 7.514 0.30
H -0.753 -3.923 6.327 0.37
H -3.293 -0.803 6.062 0.16
H -2.432 -1.119 7.535 0.35
H -1.552 0.652 5.216 0.11
H -1.896 1.164 6.866 0.44
H -0.450 0.176 6.517 0.32
H -3.651 -1.254 4.144 0.66
H -4.398 -0.067 2.103 0.53
H -2.851 0.302 0.211 0.37
H 0.201 -1.713 2.288 0.09
```

## Properties
charge: +3
electronic energy: -73572.4400 eV
energy relative to the best compared isomer or geometry (same formula, charge and spin): 0.0 kcal/mol
highest occupied orbital energy: -15.6 eV
LUMO level: -9.5920 eV


[4]
# C31H33N6PSV

A molecular structure, C31H33N6PSV (the ωB97M-V functional and the def2-TZVPD basis, OMol25).

Structure (XYZ):
```
73
Properties=species:S:1:pos:R:3:mulliken_charge:R:1
V 0.126 1.051 0.601 -0.39
C 0.743 4.628 2.789 -1.81
C 0.273 3.266 2.440 0.46
N 0.345 2.705 1.294 1.56
N 0.894 2.953 0.105 -1.58
C 2.128 2.384 -0.037 0.42
N 2.891 2.783 -1.039 -0.14
S 2.551 1.073 0.972 -0.22
C -0.310 2.309 3.388 0.70
C -0.637 2.582 4.704 -0.85
C -1.122 1.549 5.496 -0.58
C -1.264 0.290 4.939 -0.76
C -0.923 0.099 3.605 0.12
N -0.456 1.077 2.844 -0.13
H 1.503 4.977 2.093 0.40
H 1.146 4.636 3.799 0.48
H -0.098 5.326 2.755 0.33
H 2.621 3.551 -1.636 0.26
H 3.806 2.379 -1.154 0.29
H -0.519 3.578 5.109 0.49
H -1.377 1.727 6.531 0.46
H -1.634 -0.541 5.523 0.50
H -1.015 -0.867 3.129 0.09
N -1.361 -0.290 -1.728 0.32
P 0.280 0.178 -1.626 1.59
C 0.452 1.159 -3.153 0.76
C 0.228 2.535 -3.114 -0.65
C 0.261 3.275 -4.286 -0.86
C 0.516 2.645 -5.497 -0.62
C 0.728 1.274 -5.538 -0.71
C 0.702 0.526 -4.372 -0.67
C 1.230 -1.312 -2.003 0.24
C 2.617 -1.179 -2.034 -0.33
C 3.408 -2.261 -2.387 -0.68
C 2.816 -3.474 -2.713 -0.64
C 1.434 -3.602 -2.691 -0.82
C 0.637 -2.524 -2.333 -0.05
C -2.303 0.215 -0.880 0.21
C -3.662 -0.065 -1.078 -1.13
C -4.587 0.438 -0.198 -0.39
C -4.157 1.252 0.856 -1.06
C -2.821 1.510 0.976 -0.25
N -1.884 0.988 0.147 0.49
H -1.706 -0.674 -2.595 0.45
H 0.013 3.020 -2.169 0.40
H 0.082 4.342 -4.260 0.45
H 0.550 3.225 -6.410 0.43
H 0.919 0.783 -6.484 0.44
H 0.884 -0.540 -4.413 0.35
H 3.072 -0.228 -1.783 0.24
H 4.484 -2.157 -2.423 0.45
H 3.434 -4.319 -2.985 0.42
H 0.968 -4.543 -2.951 0.44
H -0.440 -2.628 -2.317 0.43
H -3.963 -0.672 -1.921 0.50
H -5.638 0.222 -0.331 0.47
H -4.857 1.681 1.558 0.49
H -2.464 2.179 1.744 0.45
C -0.366 -3.576 2.972 -1.90
C 0.030 -3.439 1.494 1.79
C 1.428 -4.042 1.259 -1.44
C -1.005 -4.149 0.608 -1.38
C 0.088 -2.018 1.143 0.54
C 0.143 -0.831 0.868 -0.02
H -0.375 -4.629 3.254 0.48
H -1.367 -3.175 3.147 0.36
H 0.345 -3.051 3.612 0.34
H 1.400 -5.115 1.449 0.44
H 2.160 -3.589 1.929 0.37
H 1.749 -3.874 0.232 0.19
H -1.128 -5.178 0.947 0.44
H -0.672 -4.170 -0.429 0.17
H -1.977 -3.654 0.655 0.36
```

## Properties
spin multiplicity: 2
charge: +2
electronic energy: -87421.3758 eV
energy relative to the best compared isomer or geometry (same formula, charge and spin): 12.6 kcal/mol
highest occupied orbital energy (spin up / spin down): -14.2 / -14.2 eV
LUMO level (spin up / spin down): -7.2747 / -7.0757 eV
<S²>: 0.77


Which formula does entry 4 have? C31H33N6PSV


Which formula does entry 3 have? C27H51N2OP3SY


What is the charge in the first record? +1